Computed, not measured: a 3-piece molecular cluster, C4H10O3 overall, with ωB97M-V/def2-TZVPD.

Geometry as XYZ:
```
17
Properties=species:S:1:pos:R:3:forces:R:3:mulliken_charge:R:1
O -1.922936 0.717783 1.373757 0.800 -0.014 0.130 -0.727
O 1.963323 -1.604712 -0.495987 -2.036 2.815 -0.215 -0.422
O -3.068720 -0.678190 -0.309494 0.576 -0.159 -0.332 -0.945
C 2.578633 1.048217 0.739195 -0.170 -2.724 0.285 -0.681
C 1.011109 -0.512758 -0.404500 1.199 -3.227 -1.400 0.795
C -0.264150 -0.576902 -1.111320 0.026 0.840 0.610 -0.940
C 1.342031 0.540942 0.449414 0.027 3.518 0.877 0.042
H -4.002947 -0.891681 -0.262078 0.040 -0.075 0.114 0.170
H 0.516327 1.234900 0.710872 0.073 -0.916 0.007 0.183
H 2.753622 1.843743 1.463036 -0.277 0.150 -0.651 0.313
H -0.360828 -0.337657 -2.193487 0.981 -0.275 0.254 0.361
H 3.438139 0.430792 0.436774 -0.103 0.642 0.073 0.258
H -0.758725 -1.602408 -1.078938 0.034 1.303 0.624 0.291
H -2.408170 0.027800 0.735829 -0.595 0.232 -0.159 0.448
H -0.726896 0.352356 -0.696860 -1.113 -1.424 -0.003 0.270
H -2.626529 1.203308 1.808223 -0.038 -0.018 -0.066 0.236
H 2.536712 -1.195528 -1.164431 0.574 -0.670 -0.148 0.348
```
Forces are in eV/Å.

## Properties
LUMO = -0.123 Eh
relative energy (zero: lowest compared OMol25 entry of this formula, charge and spin) = 6.5389 eV
F_max = 3.7 eV/Å
energy = -383.9093 hartree

Computed, not measured: the molecule C22H25N3O6S, with ωB97M-V/def2-TZVPD.

Geometry as XYZ:
```
57
Properties=species:S:1:pos:R:3:forces:R:3:mulliken_charge:R:1
S -3.958688 -0.890559 -0.229752 0.165 -0.161 0.305 1.395
O 1.708199 1.788573 -0.494961 0.319 -0.350 0.236 -0.401
O 3.351060 0.381987 1.393676 0.281 -0.082 -0.450 -0.500
O -4.627490 0.285958 -0.695724 0.327 0.034 -0.039 -0.619
O 2.785374 -2.603996 -4.241631 0.150 -0.096 0.023 -0.639
O -4.708717 -2.092913 -0.046537 0.156 -0.136 0.189 -0.732
O -1.946001 2.246450 2.751176 0.266 0.686 -0.285 -0.165
N 0.654391 -2.044590 -3.792855 -0.086 -0.059 -0.574 -0.041
N -2.509986 1.009849 2.814598 -0.603 -1.243 0.047 -0.837
N -3.223743 -0.604837 1.260485 -0.538 -0.546 -0.526 -0.140
C -0.414610 -1.776162 -2.944776 -0.520 0.037 0.376 -0.160
C 1.118989 0.588366 2.402760 0.579 -0.180 0.032 0.757
C -1.542464 -1.120204 -3.443250 0.165 -0.129 0.095 -0.802
C 2.373232 -1.408574 -2.216888 0.425 0.236 0.222 -0.573
C -0.114041 -1.387214 3.365936 0.246 0.035 0.139 -0.815
C 1.997968 -2.090397 -3.480215 -0.015 0.041 -0.075 -0.060
C -0.391578 -2.177242 -1.605629 -0.217 -0.059 -0.085 -0.015
C 3.553651 -1.343835 -0.143411 -0.107 0.223 0.101 -0.391
C -1.804012 2.612870 1.468544 -0.218 -0.591 -0.517 -0.486
C -2.605858 -0.832595 -2.607631 -0.153 0.063 0.006 -0.708
C -2.553327 -1.212915 -1.279973 -0.429 0.241 0.368 0.046
C 2.989011 -0.112385 0.183534 -0.042 -0.156 -0.065 0.130
C -2.705365 0.621349 1.577045 0.729 1.434 0.150 0.403
C -1.195626 3.935414 1.187452 0.002 -0.142 0.221 -1.335
C 1.242274 -0.718268 3.183370 -0.228 0.097 -0.157 -0.560
C 3.277000 -1.982079 -1.335086 -0.248 0.020 -0.257 -0.615
C -1.461968 -1.897796 -0.780098 0.161 -0.082 0.008 -0.397
C 1.843299 -0.151283 -1.934037 0.153 0.001 0.009 0.379
C -2.262678 1.613342 0.660532 0.182 0.443 0.514 0.673
C 2.478675 1.229274 2.124691 -0.610 0.419 0.369 -1.240
C 0.963721 2.460235 -1.481467 -0.097 0.097 -0.155 -0.931
C 2.159877 0.523232 -0.767123 -0.002 0.117 0.076 0.615
H -0.535537 -1.659560 2.400057 -0.100 -0.044 -0.123 -0.122
H -0.109739 3.863613 1.245346 0.079 0.044 -0.017 0.158
H -0.017718 -2.288715 3.966158 -0.073 -0.131 0.034 0.463
H 1.194148 0.309781 -2.660677 -0.105 0.067 -0.012 0.674
H -1.480310 4.272675 0.195473 -0.001 0.043 -0.043 0.352
H -0.810971 -0.711995 3.857080 -0.103 0.006 0.036 0.304
H -1.527142 4.656444 1.930785 -0.019 0.103 -0.018 0.415
H 0.803403 3.464207 -1.092785 -0.027 -0.036 -0.064 0.264
H -1.575450 -0.832852 -4.483720 0.012 0.076 -0.092 0.424
H -2.325517 1.580031 -0.404884 0.026 0.133 -0.271 0.711
H 0.518073 1.298594 2.972336 -0.087 0.080 -0.042 0.607
H 3.725004 -2.934208 -1.570795 0.063 -0.107 -0.027 0.459
H -1.462720 -2.215103 0.250069 0.105 -0.050 0.120 0.330
H 4.221554 -1.786491 0.578545 0.058 -0.037 0.114 0.497
H 1.515003 2.525612 -2.424437 -0.036 -0.010 0.020 0.438
H 0.433223 -2.283169 -4.751807 0.136 -0.014 0.133 0.266
H -3.580761 -1.138189 2.037626 -0.205 -0.267 -0.058 0.293
H -3.478382 -0.309167 -2.965195 -0.064 0.083 -0.142 0.498
H 3.013574 1.396339 3.063725 -0.076 0.009 -0.080 0.481
H 1.682148 -0.509963 4.160867 0.099 -0.032 0.025 0.366
H 0.607467 0.398083 1.455785 -0.110 0.083 -0.033 -0.433
H 2.349734 2.187632 1.613007 0.109 -0.148 0.134 0.258
H 0.459172 -2.718509 -1.224448 0.030 -0.048 0.069 0.603
H 1.916442 -1.393945 2.652246 0.072 0.001 0.058 0.229
H -0.005270 1.979799 -1.653110 0.025 -0.017 -0.022 0.230
```
Forces are in eV/Å.

## Properties
LUMO = 0.005 Eh
relative energy (zero: lowest compared OMol25 entry of this formula, charge and spin) = 3.7246 eV
F_max = 1.6 eV/Å
structure (SMILES) = CCCCOc1ccc(C(=O)Nc2ccc(S(=O)(=O)Nc3cc(C)on3)cc2)cc1OC
energy = -1867.1866 hartree

Computed, not measured: a 2-piece molecular cluster, C8H15N3O5 overall, with ωB97M-V/def2-TZVPD.

Geometry as XYZ:
```
31
Properties=species:S:1:pos:R:3:forces:R:3:mulliken_charge:R:1
O -3.433566 -0.860747 -2.003503 1.057 -1.082 -0.432 -0.553
O -4.590825 1.048272 1.184995 2.870 2.432 1.815 -0.556
O -5.111657 -0.176000 -0.839912 0.468 1.706 2.570 -0.610
O -0.407323 -0.224616 1.908493 -1.582 -1.262 -4.281 -0.638
O 3.904089 1.946134 0.782906 0.456 -5.617 -1.205 -0.652
N 0.498012 -0.808738 -1.753813 3.921 3.810 0.410 -0.840
N -1.566795 -0.803537 -0.217833 2.048 2.132 4.207 -0.067
N 5.329172 0.211743 0.790459 7.696 -4.608 -0.581 -0.467
C -2.836725 -0.361732 0.196440 -3.128 -1.969 1.891 0.079
C 3.299620 -0.226971 -0.336273 -2.522 -1.317 -1.596 -0.187
C -3.218224 1.117837 0.564459 1.481 0.154 0.742 -0.741
C 1.811182 0.007007 0.262337 2.476 1.507 1.017 -0.787
C -0.521022 -0.608794 0.705787 1.760 -0.768 -1.024 0.134
C 0.794132 -0.927035 -0.216668 0.213 -3.225 -0.441 0.161
C 4.166271 0.671241 0.497427 -1.865 5.304 -0.665 0.204
C -3.794203 -0.566991 -0.899055 -2.684 0.576 -2.886 0.563
H 0.311636 0.299980 -1.769129 0.283 -2.873 -0.562 0.323
H -1.242827 -1.117604 -1.122542 -0.716 0.193 -0.592 0.527
H 1.417069 1.055619 0.179001 0.730 -0.645 -0.557 0.266
H -3.345647 1.789699 -0.329090 0.525 -0.814 0.720 0.320
H -2.337457 1.471203 1.223017 -1.974 -0.075 -0.476 0.475
H 1.966097 0.005893 1.395768 -0.426 -0.642 -1.430 0.380
H 1.226291 -2.079322 -0.178258 -1.415 2.679 0.553 0.187
H 5.979134 -0.903674 0.299380 -3.422 4.433 1.817 0.355
H -3.125093 -1.110943 1.072877 0.117 2.082 -1.234 0.257
H -4.558529 1.839468 1.810759 -0.577 -1.541 -1.086 0.341
H 6.112845 0.873010 0.971781 -1.358 -0.501 0.193 0.291
H 3.425449 -1.523929 -0.356291 0.266 4.055 0.358 0.237
H 3.485765 0.165587 -1.475858 -0.687 -1.012 2.694 0.214
H -5.253596 0.583826 -0.072757 0.293 -2.770 -1.988 0.450
H 1.616725 -0.785889 -2.274901 -4.304 -0.345 2.048 0.333
```
Forces are in eV/Å.

## Properties
LUMO = -0.005 Eh
relative energy (zero: lowest compared OMol25 entry of this formula, charge and spin) = 7.2999 eV
F_max = 9.0 eV/Å
energy = -854.1044 hartree

Computed, not measured: the molecule C7H11ClN4O, with ωB97M-V/def2-TZVPD.

Geometry as XYZ:
```
24
Properties=species:S:1:pos:R:3:forces:R:3:mulliken_charge:R:1
Cl 2.107908 3.916937 0.617623 0.066 0.229 -0.076 -0.172
O -1.208531 -0.558262 2.442290 0.313 -0.201 -0.493 -0.506
N -0.215211 -0.332292 -0.925444 -0.138 0.518 -1.039 0.306
N 0.339805 0.742215 1.392963 0.855 -0.930 0.821 0.793
N -1.309660 -0.307442 -0.103245 1.702 0.450 6.005 -0.159
N 0.421663 1.901392 0.725560 -0.639 0.638 0.938 -0.825
C 1.565117 2.394125 1.149503 -0.163 -0.422 -1.221 0.428
C -0.730579 -0.109113 1.447886 -3.479 -0.662 -4.290 0.341
C 2.295911 1.456051 1.873661 -0.293 -0.331 0.568 -0.815
C -2.351677 -1.300648 -0.160962 0.453 -1.026 -0.829 -0.955
C 0.338305 -1.600617 -1.292293 -0.996 -0.997 -1.864 -1.060
C 1.461683 0.393608 2.081291 0.837 1.744 -1.208 -0.162
C -0.337563 0.594654 -2.076249 0.610 -0.507 2.084 -1.151
H -1.078067 1.360149 -1.809974 -0.033 -0.534 -0.707 0.348
H -2.066556 -2.401340 -0.046634 -0.011 1.328 -0.463 0.274
H 3.307909 1.522671 2.087614 1.535 0.180 0.667 0.443
H 1.717120 -0.595548 2.370808 -0.400 -0.490 0.621 0.397
H -2.757959 -1.039087 -1.134248 -0.700 -0.932 -0.220 0.375
H -0.405047 -2.288282 -1.894933 1.207 1.244 0.568 0.276
H -3.095151 -1.141398 0.596668 -0.228 0.491 0.352 0.319
H 1.265597 -1.441759 -1.909355 -0.888 -0.264 0.754 0.351
H 0.519974 -2.174671 -0.417068 0.644 -0.480 0.876 0.390
H 0.620485 1.066242 -2.100315 0.673 0.697 -0.473 0.340
H -0.405475 -0.057585 -2.915146 -0.924 0.257 -1.370 0.426
```
Forces are in eV/Å.

## Properties
LUMO = 0.027 Eh
relative energy (zero: lowest compared OMol25 entry of this formula, charge and spin) = 0.0000 eV
F_max = 6.3 eV/Å
structure (SMILES) = CN(C)N(C)C(=O)n1ccc(Cl)n1
energy = -1027.6701 hartree